No. 1
Entry from the OMol25 dataset: C45H38ClF3N7O5P2S2Se2W as an isolated structure at a distorted geometry (ωB97M-V with the def2-TZVPD basis set).

The geometry in XYZ format:
```
106
Properties=species:S:1:pos:R:3:forces:R:3:lowdin_spin:R:1
W -0.4312 -1.2683 -0.1779 0.1780 0.2308 -0.6987 0.827
Cl -2.1821 0.7772 1.6399 -0.3471 0.0765 0.4393 0.029
C -1.2622 1.7014 2.7662 0.3727 -0.0545 -0.1561 0.001
C -1.9240 2.2819 3.8388 -0.0236 -0.0008 -0.0484 0.000
C -1.2162 3.0743 4.7230 -0.0352 0.0414 0.0655 0.000
C 0.1343 3.3114 4.5090 0.0689 0.0720 0.0474 0.000
C 0.7799 2.7350 3.4294 -0.0260 -0.0972 -0.0548 0.000
C 0.1105 1.8765 2.5488 -0.2093 -0.1033 -0.0629 0.001
P 0.9609 1.1486 1.0692 0.1922 1.0196 0.5303 -0.005
C 2.7140 0.9725 1.6651 -0.0215 -0.1485 -0.2057 -0.002
C 3.0734 0.8279 3.0054 -0.0096 -0.0594 -0.0640 -0.001
C 4.3977 0.6483 3.3730 -0.0241 -0.0009 0.0685 0.000
C 5.3913 0.5596 2.4114 0.0602 0.0104 -0.0247 0.000
C 5.0511 0.6725 1.0736 -0.0854 -0.0066 -0.0681 0.000
C 3.7297 0.8899 0.7091 -0.0204 0.0369 0.0363 0.000
C 1.1179 2.6810 0.0322 -0.1294 -0.1505 -0.0794 0.003
C 0.6247 3.9181 0.4470 -0.0063 0.0323 -0.0790 -0.001
C 0.7597 5.0482 -0.3537 -0.0363 -0.0346 0.0457 0.002
C 1.3878 4.9699 -1.5855 -0.0287 -0.0086 -0.0230 -0.001
C 1.8641 3.7423 -2.0236 -0.0114 -0.0519 0.0047 0.003
C 1.7195 2.6161 -1.2283 0.0119 0.0692 0.0042 0.004
H -2.9884 2.1206 3.9548 0.0581 -0.0365 0.0094 0.000
H -1.7245 3.5230 5.5681 0.0321 -0.0177 -0.0433 0.000
H 0.6883 3.9557 5.1810 -0.0324 -0.0150 -0.0488 0.000
H 1.8188 2.9724 3.2535 0.0362 -0.0140 0.0126 0.000
H 2.3222 0.8203 3.7771 -0.0650 0.0049 0.0449 0.000
H 4.6468 0.5609 4.4238 -0.0152 -0.0310 -0.0526 0.000
H 6.4234 0.4003 2.6983 -0.0471 0.0078 0.0155 0.000
H 5.8100 0.5887 0.3046 -0.0083 0.0650 0.0358 0.000
H 3.5057 1.0175 -0.3399 0.0010 -0.0428 -0.0546 0.000
H 0.1253 4.0258 1.3985 -0.0148 -0.0345 0.0077 0.000
H 0.3588 5.9929 -0.0046 0.0494 -0.0325 -0.0077 0.000
H 1.4905 5.8527 -2.2056 -0.0046 -0.0669 0.0373 0.000
H 2.3316 3.6522 -2.9980 -0.0048 0.0245 0.0806 0.000
H 2.0881 1.6767 -1.6084 -0.0303 -0.0063 0.0052 0.001
Se -2.8350 -1.2977 -0.7000 -0.5127 0.6650 -0.3023 0.732
P -2.7989 1.8667 -2.6391 -0.6372 -0.7062 0.3064 0.051
Se -1.0347 0.6875 -1.5935 0.5104 0.8688 -0.5921 0.144
C -3.6113 2.5004 -1.1487 0.1246 0.1336 0.0452 0.010
C -4.9252 2.1134 -0.9178 -0.1557 -0.0796 -0.0108 0.008
C -5.5818 2.5180 0.2391 -0.0003 -0.0095 0.0712 0.000
C -4.9180 3.2984 1.1750 0.0217 -0.0136 -0.0792 0.004
C -3.6002 3.6880 0.9474 -0.0284 0.1028 -0.0095 0.000
C -2.9507 3.2912 -0.2075 -0.0935 0.1043 0.0896 0.003
C -1.8106 3.2679 -3.2135 0.1436 0.0458 -0.0570 0.000
C -0.8370 3.0161 -4.1823 0.0882 -0.0520 -0.0434 0.002
C -0.2178 4.0573 -4.8506 0.0194 0.0451 -0.0126 0.001
C -0.5681 5.3717 -4.5630 -0.0394 0.0034 0.0370 0.001
C -1.5410 5.6332 -3.6082 0.0183 -0.0549 -0.0679 0.000
C -2.1658 4.5881 -2.9384 0.0805 0.1052 -0.0522 0.001
H -5.4384 1.4880 -1.6427 0.0329 0.0525 0.0595 0.001
H -6.6088 2.2184 0.4089 0.0533 0.0019 0.0001 0.000
H -5.4239 3.6016 2.0844 0.0126 0.0044 -0.0565 0.000
H -3.0767 4.2929 1.6809 -0.0418 -0.0286 -0.0483 0.000
H -1.9222 3.5856 -0.3808 0.0071 -0.0331 0.0415 0.000
H -0.5729 1.9888 -4.4189 -0.0238 0.0677 -0.0247 0.002
H 0.5220 3.8489 -5.6138 0.0077 -0.0060 0.0377 0.000
H -0.0937 6.1885 -5.0942 -0.0265 -0.0371 0.0254 0.000
H -1.8327 6.6535 -3.3936 0.0152 -0.0125 -0.0002 0.000
H -2.9451 4.8113 -2.2231 0.0132 -0.0171 -0.0042 0.000
N -0.3020 -7.6927 3.7208 0.0799 0.1984 -0.0112 0.000
C 0.0059 -6.4103 3.3551 0.0368 -0.0845 0.1035 0.000
C 1.1068 -6.1529 2.5231 0.0089 -0.1707 -0.0060 0.000
C 1.4003 -4.8700 2.1316 0.0646 0.1067 0.0332 0.000
C 0.6048 -3.8250 2.5888 -0.1573 -0.1392 -0.3623 0.000
C -0.4561 -4.0435 3.4593 -0.0163 0.1124 -0.0253 0.000
C -0.7436 -5.3305 3.8479 -0.0938 -0.0820 0.0052 0.000
S 0.9733 -2.2200 2.0816 0.5077 0.9911 0.5734 0.004
O 1.9503 -1.6793 2.9628 0.1728 0.0035 -0.0613 0.003
O -0.2770 -1.3599 1.9631 -0.0085 -0.6910 0.5997 0.019
N 1.3196 -2.1914 0.5182 0.2028 -0.4414 0.1829 0.007
C 2.2066 -1.7398 -0.4084 0.4011 0.1116 0.6676 0.010
N 1.5464 -0.8562 -1.2090 0.4151 -1.3306 1.1502 -0.008
C 2.1136 -0.6278 -2.3751 -0.0665 0.7263 -0.8725 0.007
C 3.3745 -1.0955 -2.6656 0.2193 0.1543 -0.3128 -0.001
C 4.0288 -1.8401 -1.6911 0.0899 -0.0579 -0.1075 0.009
N 3.4293 -2.2075 -0.5714 -0.2995 0.0431 0.3242 -0.001
H 0.1117 -8.4532 3.2134 -0.0025 -0.0238 -0.0344 0.000
H -1.1989 -7.8767 4.1317 -0.0379 -0.0065 0.0063 0.000
H 1.7030 -6.9827 2.1593 -0.0195 0.0720 0.0292 0.000
H 2.2449 -4.6704 1.4789 -0.0915 -0.0490 -0.0177 0.000
H -1.0517 -3.2108 3.8147 -0.0259 -0.0670 -0.0476 0.000
H -1.5812 -5.5182 4.5104 0.0560 0.0094 -0.0228 0.000
H 1.5362 -0.0186 -3.0630 0.0226 -0.0196 -0.1085 0.002
H 3.8332 -0.8774 -3.6200 0.0025 0.0017 0.0703 0.000
H 5.0470 -2.1950 -1.8193 -0.0675 0.0657 -0.0995 0.000
F -4.4434 -4.0640 0.4101 0.0824 -0.0075 -0.0419 0.008
C -3.3303 -4.1972 1.1153 0.1587 -0.0543 0.1715 0.011
F -3.4189 -5.2866 1.8738 -0.0944 -0.0052 -0.1537 0.000
F -3.1969 -3.1492 1.9267 -0.0053 0.1075 -0.0095 0.012
S -1.8302 -4.3690 -0.0124 -0.1411 -0.0415 -0.0279 0.011
O -2.2745 -4.2943 -1.3687 -0.1471 0.0312 0.1761 0.024
O -1.2026 -5.5688 0.4355 0.2477 0.1661 0.0628 0.003
O -0.9835 -3.1528 0.3897 -0.7730 -1.2124 -0.1863 0.030
N -0.4588 -2.1839 -5.6141 0.1128 -0.0029 0.2189 0.000
C -0.1024 -2.6887 -4.3981 -0.0692 0.0138 -0.2865 0.000
C -0.5976 -2.1140 -3.2132 -0.6420 0.1194 -0.4972 0.008
N -0.2124 -2.5177 -2.0277 0.0886 -0.1367 -0.4626 0.012
C 0.6006 -3.5839 -1.9948 0.2694 -0.3885 0.2038 0.003
C 1.0743 -4.1452 -3.1587 0.0736 -0.1293 0.0340 0.000
N 0.7656 -3.6891 -4.3679 0.0133 0.0056 0.0179 0.003
H -1.2741 -1.6039 -5.6954 -0.0391 -0.0097 -0.0194 0.000
H -0.1681 -2.7056 -6.4236 -0.0701 -0.0279 0.0015 0.000
H -1.3617 -1.3576 -3.2489 0.0352 0.2677 -0.0558 0.003
H 0.8410 -4.0039 -1.0337 0.1363 0.0149 0.0982 0.000
H 1.7386 -5.0008 -3.1131 -0.0439 0.0294 0.0283 0.000
```
Positions in Å, forces in eV/Å.

Properties
net charge: +1
HOMO (alpha / beta): -9.7 / -10.0 eV
spin multiplicity: 3
gap between HOMO and LUMO (alpha / beta): 0.2235 / 0.2284 hartree
relative energy (zero: lowest compared OMol25 entry of this formula, charge and spin): 104.0 kcal per mole
expectation value of S²: 2.02

No. 2
Entry from the OMol25 dataset: C7H6 as an isolated structure at a distorted geometry (ωB97M-V with the def2-TZVPD basis set).

The geometry in XYZ format:
```
13
Properties=species:S:1:pos:R:3:forces:R:3:mulliken_charge:R:1
C -1.5078 -0.0012 2.1480 -2.2933 -0.6590 0.6546 0.589
C -2.6994 -0.2106 1.6661 2.0099 0.5190 0.7801 -0.928
C -0.1014 0.0602 2.2534 1.0477 0.7860 -2.5387 -0.823
C -1.8180 -0.0976 0.4572 2.7343 0.0838 -1.0058 0.704
C 0.0963 0.0959 0.9051 -3.5975 -0.3270 2.7996 0.280
C -2.0920 -0.1639 -0.8440 -0.2641 0.7681 0.3837 -0.689
C 1.2317 0.0535 0.0571 2.9642 -0.5554 -3.4782 -0.815
H 0.6855 0.2371 2.9690 -0.5783 -0.2662 0.6415 0.380
H -1.4341 0.0632 -1.6529 1.0843 -0.1849 -0.0049 0.250
H -3.0941 -0.1759 -1.2196 -0.7419 -0.3889 0.3833 0.319
H 1.8708 0.9589 -0.2395 -1.6272 -0.4978 0.6887 0.248
H 0.8001 -0.3410 -0.8995 0.8023 0.3472 0.3069 0.203
H 2.1028 -0.6483 0.2882 -1.5405 0.3751 0.3892 0.281
```
Positions in Å, forces in eV/Å.

Properties
HOMO: -8.6 eV
gap between HOMO and LUMO: 0.3265 hartree
relative energy (zero: lowest compared OMol25 entry of this formula, charge and spin): 124.3 kcal per mole

| no. | calculated total energy (Ha) |
| --- | --- |
| 1 | -9605.7470 |
| 2 | -270.0381 |